Below is a cluster of 3 separate species, C3H6Cl2O3 in total in a non-equilibrium geometry, with properties calculated with ωB97M-V with the def2-TZVPD basis set.

CARTESIAN COORDINATES (ANGSTROEM)
O: -0.23500 -1.77920 -1.15708
C: -0.46217 -0.69351 -1.57825
C: -0.97475 0.50646 -0.76741
O: -0.31633 1.42882 -0.34199
O: -2.30992 0.40596 -0.67847
H: -0.33498 -0.53102 -2.76337
H: -2.66705 1.09418 -0.03755
C: 0.51957 -0.98336 2.05021
Cl: -0.91431 0.00627 2.58939
H: 0.32870 -2.00929 1.98754
H: 0.61502 -0.70836 0.96996
H: 1.33345 -0.79600 2.72688
Cl: 3.27595 1.88762 -1.70574
H: 2.14182 2.17143 -1.29412

* 2S+1: 1
* HOMO energy: -10.5 eV
* SMILES: O=CC(=O)O.CCl.Cl
* relative energy (zero: lowest compared OMol25 entry of this formula, charge and spin): 15.8 kcal per mole
* frontier orbital gap: 10.768 eV